2 unconnected molecules or ions with the total composition C6H14P2 in a non-equilibrium geometry, computed with ωB97M-V/def2-TZVPD.

Summary:
Energy relative to the best compared isomer or geometry (same formula, charge and spin) = 3.9124 eV
HOMO level (alpha / beta) = -7.88 / -7.88 eV

```
! RIJCOSX wB97M-V def2-TZVPD def2/J DEFGRID3
* xyz 0 1
C -1.9161 -0.8325 0.6671
C -2.0628 -0.8991 -0.7870
C -1.3908 0.6196 1.0093
C -1.1841 0.2841 -1.4608
C -1.3292 1.3761 -0.3366
C 3.6637 -0.9374 0.5332
P 2.2838 0.3082 0.7349
P 0.0182 2.6727 -0.5355
H -2.9579 -0.9448 1.1688
H -1.2090 -1.4690 1.1920
H -1.6190 -1.8695 -1.1390
H -3.0461 -0.6358 -1.1617
H -2.1646 1.0928 1.5983
H -0.3291 0.7542 1.2713
H -0.1804 -0.0434 -1.7121
H -1.6820 0.6219 -2.3536
H -2.2297 1.7712 -0.7273
H 3.5032 -1.5293 -0.4812
H 3.7951 -1.7028 1.2574
H 4.6852 -0.5178 0.6827
H 2.3019 0.5449 -0.5532
H 3.0498 1.3358 1.1331
*
```


A molecular structure, C6H10O2P in a non-equilibrium geometry, computed with ωB97M-V/def2-TZVPD.

Summary:
Energy relative to the best compared isomer or geometry (same formula, charge and spin) = 1.5447 eV
HOMO level = -5.18 eV

```
! RIJCOSX wB97M-V def2-TZVPD def2/J DEFGRID3
* xyz -1 1
C -1.0187 -2.9939 1.2130
C -1.0106 -2.1239 0.3827
C -1.0786 -4.0419 2.2302
C 0.9839 2.0832 -1.7901
C -0.1127 2.0839 -0.7366
C -0.1510 0.7492 -0.0197
O -1.6049 -0.2672 -2.1309
O 0.8136 -1.0959 -1.9002
P -0.4249 -0.5644 -1.2906
H -2.0957 -4.1568 2.6175
H -0.7590 -4.9979 1.8056
H -0.4147 -3.7981 3.0655
H 1.9478 1.8542 -1.3403
H 0.7589 1.3104 -2.5177
H 1.0546 3.0441 -2.2961
H -1.0769 2.2340 -1.2350
H 0.0367 2.9062 -0.0238
H 0.7836 0.5367 0.5010
H -0.9742 0.6963 0.6912
*
```


2 unconnected molecules or ions with the total composition C25H30NO3 in a non-equilibrium geometry, computed with ωB97M-V/def2-TZVPD.

Summary:
Energy relative to the best compared isomer or geometry (same formula, charge and spin) = 0.8615 eV
HOMO level = -11.31 eV

```
! RIJCOSX wB97M-V def2-TZVPD def2/J DEFGRID3
* xyz 1 1
C 6.1279 -2.5053 -0.8815
C 5.2137 -3.1290 -1.7378
C 4.4425 -2.3681 -2.6188
C 4.5759 -0.9771 -2.5904
O 3.6552 -0.1795 -3.2927
C 2.3806 -0.0628 -2.7140
C 2.1864 0.8637 -1.6794
C 0.9861 0.8446 -0.9905
C -0.0580 -0.0556 -1.3404
C -1.3499 0.1055 -0.7119
C -2.4103 -0.8317 -0.9421
C -3.7499 -0.3475 -0.9935
C -4.7964 -1.1729 -1.4103
C -4.5367 -2.5106 -1.7517
C -3.2317 -3.0155 -1.6676
C -2.1910 -2.2133 -1.2273
C 0.1678 -0.9173 -2.4510
C 1.3616 -0.9143 -3.1454
C 5.5449 -0.3453 -1.7994
C 6.2837 -1.1184 -0.9136
H 6.7152 -3.1081 -0.1883
H 5.0856 -4.2106 -1.7292
H 3.7088 -2.8177 -3.2862
H 2.9893 1.5617 -1.4237
H 0.7991 1.5975 -0.2163
H -1.6195 1.1574 -0.5379
H -3.9277 0.7283 -0.8278
H -5.8052 -0.7619 -1.4834
H -5.3542 -3.1501 -2.0760
H -3.0204 -4.0499 -1.9792
H -1.1697 -2.6000 -1.2336
H -0.6557 -1.5193 -2.8457
H 1.5050 -1.5837 -4.0022
H 5.6472 0.7398 -1.8558
H 6.9910 -0.6289 -0.2438
C 0.7726 1.7319 5.0017
O -0.1164 1.3737 3.9364
C 0.3202 0.2309 3.1861
C -0.8866 -0.3378 2.4255
N -1.5054 0.5492 1.4461
C -2.8811 0.8909 1.8696
C -3.2580 2.3568 1.6231
O -2.3262 2.9448 0.7314
C -2.5022 4.3283 0.4948
H 0.2208 2.3981 5.6715
H 1.1075 0.8579 5.5800
H 1.6708 2.2589 4.6453
H 1.1425 0.5260 2.4772
H 0.6914 -0.5575 3.8879
H -0.5728 -1.2713 1.9584
H -1.6855 -0.5920 3.1539
H -0.9446 1.4223 1.3495
H -3.6451 0.2848 1.3348
H -2.9785 0.6905 2.9662
H -4.2896 2.4146 1.1941
H -3.2347 2.8847 2.6023
H -1.6427 4.6334 -0.1065
H -3.4267 4.5521 -0.0635
H -2.5210 4.9244 1.4225
*
```


C10H11FO in the gas phase in a non-equilibrium geometry, computed with ωB97M-V/def2-TZVPD.

Summary:
Energy relative to the best compared isomer or geometry (same formula, charge and spin) = 2.5782 eV
HOMO level (alpha / beta) = -7.57 / -6.65 eV

```
! RIJCOSX wB97M-V def2-TZVPD def2/J DEFGRID3
* xyz 0 1
C 0.7234 2.9345 -0.3853
C 0.7422 2.6613 0.9669
C 0.5033 1.8657 -1.2902
C 0.4118 1.3954 1.4797
C 0.1098 0.6429 -0.7864
C 0.0544 0.3572 0.6024
C -0.4122 -0.3586 -1.7946
C -1.6506 -1.0424 -1.4393
C -0.4628 -0.8548 1.1629
C 0.0360 -2.2359 1.0390
O -1.1665 -1.0124 2.3252
F -2.7137 -0.2398 -1.4144
H 0.8522 3.8614 -0.7377
H 0.9122 3.4684 1.7864
H 0.5630 2.1544 -2.3970
H 0.4089 1.3689 2.5001
H -0.6771 0.1228 -2.8162
H 0.2253 -1.1050 -2.1014
H -1.9810 -2.0092 -1.4680
H -0.7434 -2.8393 0.8811
H 0.6316 -2.3864 1.9115
H 0.6679 -2.2532 0.1588
H -1.7284 -0.2318 2.3888
*
```


A molecular structure, C2H3ClO2S in a non-equilibrium geometry, computed with ωB97M-V/def2-TZVPD.

Summary:
Energy relative to the best compared isomer or geometry (same formula, charge and spin) = 1.7931 eV
HOMO level (alpha / beta) = -8.38 / -8.38 eV

```
! RIJCOSX wB97M-V def2-TZVPD def2/J DEFGRID3
* xyz 0 1
C 0.6754 -1.0137 -1.0336
C 0.5193 -0.0108 0.0387
O 0.9240 -1.1531 -2.1688
O 0.0998 -4.1147 -0.1854
S 1.1360 -3.1098 0.0721
Cl 0.5282 -2.4791 1.9835
H -0.0593 0.8535 -0.3004
H 0.4175 -0.5009 0.9909
H 1.6366 0.2917 0.1793
*
```


C3H4N2O in the gas phase in a non-equilibrium geometry, computed with ωB97M-V/def2-TZVPD.

Summary:
Energy relative to the best compared isomer or geometry (same formula, charge and spin) = 3.9092 eV
HOMO level = -9.02 eV

```
! RIJCOSX wB97M-V def2-TZVPD def2/J DEFGRID3
* xyz 0 1
O -2.0797 -0.4850 -0.4628
C -0.7958 -0.4596 -0.1322
C 0.1589 0.6315 -0.3711
N 1.4795 -0.0041 -0.6292
C 0.8958 -0.2225 0.6470
N -0.1067 -1.3045 0.5616
H -2.4398 -1.3161 -0.1154
H 0.0264 1.7076 -0.3588
H 2.1914 0.7218 -0.5662
H 0.9406 0.4524 1.4818
*
```


A molecular structure, C18H6Cl4N4O2PtS in a non-equilibrium geometry, computed with ωB97M-V/def2-TZVPD.

Summary:
Energy relative to the best compared isomer or geometry (same formula, charge and spin) = 1.9926 eV
HOMO level (alpha / beta) = -6.45 / -6.22 eV

```
! RIJCOSX wB97M-V def2-TZVPD def2/J DEFGRID3
* xyz 0 1
Pt -0.6436 -0.1644 -0.9242
S 5.1039 -2.0703 3.5735
N 5.0686 -1.5919 2.0343
C 3.7981 -1.4161 1.7172
C 3.3057 -0.9825 0.4182
C 4.1362 -0.6985 -0.6640
C 3.5610 -0.2928 -1.8463
C 2.1771 -0.1752 -1.9248
N 1.3757 -0.4423 -0.8968
C 1.9279 -0.8458 0.2686
C 1.0098 -1.1439 1.3740
N -0.2987 -0.9974 1.1197
C -1.1841 -1.2430 2.0688
C -0.8044 -1.6546 3.3468
C 0.5342 -1.8131 3.6248
C 1.4702 -1.5570 2.6225
C 2.9076 -1.6932 2.7914
N 3.5243 -2.0711 3.8969
H 5.2076 -0.8007 -0.5557
H 4.1661 -0.0623 -2.7111
H 1.6852 0.1524 -2.8302
H -2.2237 -1.1047 1.7971
H -1.5567 -1.8415 4.0997
H 0.8823 -2.1302 4.5992
Cl -4.9626 4.5570 -3.8329
C -4.2564 3.2526 -2.9647
C -5.0634 2.5049 -2.0574
Cl -6.7174 2.9211 -1.8603
C -4.5265 1.4536 -1.3543
Cl -5.4828 0.5154 -0.2696
C -3.1677 1.0891 -1.5141
O -2.6830 0.0509 -0.9526
C -2.3162 1.8853 -2.3902
O -1.0891 1.6347 -2.4578
C -2.9335 2.9415 -3.1351
Cl -1.9318 3.8340 -4.2104
*
```


2 unconnected molecules or ions with the total composition C6H13NO in a non-equilibrium geometry, computed with ωB97M-V/def2-TZVPD.

Summary:
SMILES string = C=C/C(=C\N)CC.O
Energy relative to the best compared isomer or geometry (same formula, charge and spin) = 2.9383 eV
HOMO level = -7.47 eV

```
! RIJCOSX wB97M-V def2-TZVPD def2/J DEFGRID3
* xyz 0 1
C -1.4306 1.1541 -1.8212
C -0.4181 1.1347 -0.9432
C -0.4759 0.5883 0.3830
C -1.5911 0.5932 1.1692
N -2.8935 0.7505 0.8883
C 0.8333 0.1853 1.0098
C 1.1505 -1.2055 0.5440
H -1.3184 1.3849 -2.8736
H -2.4225 0.8363 -1.7277
H 0.4690 1.5471 -1.4244
H -1.4833 0.1841 2.2173
H -3.6507 0.2399 1.2984
H -3.2460 1.1782 0.0504
H 1.6988 0.8487 0.8085
H 0.8177 0.3483 2.0949
H 2.0834 -1.8364 0.8049
H 1.0744 -1.3819 -0.5203
H 0.3557 -1.7931 0.9965
O 3.7411 -2.2154 -0.9011
H 4.0029 -2.3612 -1.8151
H 3.7186 -1.1992 -0.8464
*
```


3 unconnected molecules or ions with the total composition C15H37B3ClN2O9P in a non-equilibrium geometry, computed with ωB97M-V/def2-TZVPD.

Summary:
SMILES string = CP(O)B1OBOB(CC(=O)Cl)O1.COCCNCCOC.COCCNCCOC
HOMO level = -8.71 eV

```
! RIJCOSX wB97M-V def2-TZVPD def2/J DEFGRID3
* xyz 0 1
C 3.4204 1.0229 0.8402
P 2.6496 -0.5533 0.0957
O 2.5931 -0.3903 -1.6147
B 0.8330 -0.5628 0.6766
O 0.5007 -0.1566 2.0506
B -0.1354 -1.3637 2.5921
O -1.4053 -1.7343 1.9885
B -1.4582 -0.9502 0.7590
C -2.7125 0.0061 0.3459
C -2.4498 1.5110 0.8774
O -2.6910 1.8834 2.0463
Cl -1.7343 2.7758 -0.2465
O -0.3009 -0.9901 -0.1338
H 3.9418 0.7508 1.8213
H 4.1734 1.4602 0.0857
H 2.5563 1.7285 1.0765
H 1.8479 0.2279 -1.8290
H 0.4045 -2.0027 3.4361
H -2.7632 0.0396 -0.7938
H -3.7015 -0.3500 0.7880
C -7.0626 -2.0822 2.4404
O -5.7399 -2.3956 2.0334
C -4.8797 -2.7531 3.1198
C -4.5425 -4.2449 3.0770
N -5.7076 -5.0656 3.4128
C -5.5305 -6.4912 3.1207
C -5.2959 -6.8965 1.6560
O -6.4190 -6.6925 0.8056
C -6.5567 -5.3688 0.3125
H -7.5837 -1.6452 1.5865
H -7.6041 -2.9839 2.7403
H -7.0661 -1.3573 3.2586
H -5.2960 -2.4597 4.0892
H -3.9533 -2.1892 2.9758
H -3.7396 -4.4505 3.7910
H -4.1727 -4.4659 2.0712
H -6.5087 -4.7343 2.8890
H -6.4428 -6.9907 3.4626
H -4.7103 -6.8784 3.7346
H -5.1193 -7.9796 1.6507
H -4.3954 -6.4425 1.2289
H -5.5929 -4.8772 0.1594
H -7.1856 -4.7832 0.9859
H -7.0730 -5.4171 -0.6483
C 8.3196 4.2272 -3.5826
O 7.4968 5.3786 -3.4812
C 6.5611 5.5050 -4.5547
C 5.1341 5.2507 -4.0644
N 4.9279 3.8403 -3.7301
C 3.6848 3.5819 -2.9981
C 3.5183 4.2400 -1.6180
O 4.4034 3.7401 -0.6212
C 5.6985 4.3230 -0.6322
H 9.1143 4.3141 -2.8393
H 7.7509 3.3188 -3.3635
H 8.7761 4.1498 -4.5728
H 6.8180 4.8619 -5.4030
H 6.6248 6.5420 -4.8973
H 4.4292 5.5413 -4.8490
H 4.9684 5.8971 -3.1973
H 5.7012 3.5180 -3.1608
H 3.6298 2.4969 -2.8588
H 2.8367 3.8617 -3.6321
H 2.5098 3.9876 -1.2655
H 3.5571 5.3334 -1.6613
H 5.6842 5.3680 -0.9502
H 6.3664 3.7361 -1.2656
H 6.0983 4.2792 0.3829
*
```


2 unconnected molecules or ions with the total composition C3H14OSi3 in a non-equilibrium geometry, computed with ωB97M-V/def2-TZVPD.

Summary:
Energy relative to the best compared isomer or geometry (same formula, charge and spin) = 0.5262 eV
HOMO level (alpha / beta) = -6.66 / -10.02 eV
⟨S²⟩ = 2.007

```
! RIJCOSX wB97M-V def2-TZVPD def2/J DEFGRID3
* xyz 0 3
C -0.2247 2.0439 -2.6104
C 0.9922 2.8212 -0.4301
C -0.1958 2.4185 -1.2195
O -2.3879 -1.2263 -0.0593
Si 0.6672 -4.0008 2.1505
Si 0.4665 -1.8865 1.0251
Si -1.1733 -0.3387 0.5502
H 0.0404 2.9494 -3.2212
H 0.5587 1.3648 -2.9479
H -1.2081 1.6506 -2.8922
H 1.7145 2.0674 -0.3052
H 0.7314 3.2446 0.4932
H 1.5702 3.6703 -0.9023
H -1.2090 2.6742 -1.0263
H -3.2770 -1.2308 0.1559
H -0.4005 -4.5565 2.9777
H 1.9603 -4.0549 2.9608
H 0.8609 -5.0998 1.1479
H 1.6181 -1.6932 0.2349
H 0.9599 -1.2970 2.2265
H -2.0641 0.4795 1.6918
*
```


A molecular structure, C13H20Cl3F5FeN2O3S, computed with ωB97M-V/def2-TZVPD.

Summary:
HOMO level (alpha / beta) = -4.61 / -4.98 eV
⟨S²⟩ = 1.214

```
! RIJCOSX wB97M-V def2-TZVPD def2/J DEFGRID3
* xyz -1 2
Fe -2.6474 0.0190 -0.8206
C 2.2970 -0.0789 -3.9380
C 2.7867 -1.1382 -2.9560
C 1.7576 -2.2335 -2.6847
C 0.4876 -1.7419 -2.0002
N 0.7800 -1.2001 -0.6774
C 0.3546 -0.0199 -0.2031
S -0.4013 1.1388 -1.1983
N 0.6088 0.2277 1.0937
C 0.0901 1.3658 1.8440
C 1.1649 2.0263 2.6973
C 2.1358 2.9238 1.9301
C 3.0359 2.2029 0.9300
H 3.0811 0.6497 -4.1515
H 1.4408 0.4668 -3.5402
H 1.9965 -0.5352 -4.8848
H 3.0577 -0.6591 -2.0104
H 3.7010 -1.6003 -3.3400
H 2.2114 -3.0223 -2.0745
H 1.4659 -2.7065 -3.6277
H -0.2347 -2.5501 -1.8804
H 0.0030 -0.9573 -2.5748
H 1.0548 -1.8861 0.0119
H 0.9029 -0.5609 1.6567
H -0.7367 1.0179 2.4637
H -0.3254 2.0735 1.1300
H 1.7213 1.2564 3.2462
H 0.6559 2.6294 3.4541
H 2.7605 3.4536 2.6560
H 1.5586 3.6902 1.4042
H 3.5497 1.3606 1.4008
H 3.7963 2.8815 0.5385
H 2.4683 1.8178 0.0834
F -3.2190 2.3269 0.5906
C -3.9437 1.2911 -0.0103
F -4.7583 1.8819 -0.9409
C -4.8848 0.8070 1.0924
F -5.6418 -0.2143 0.6672
F -4.1983 0.4012 2.1715
F -5.7375 1.7716 1.5250
O -3.4039 -0.5947 -2.0881
Cl -1.8872 -1.4315 3.5538
C -1.4680 -2.6956 2.4000
Cl -2.3544 -4.1726 2.7955
Cl 0.2943 -3.0313 2.5762
C -1.7214 -2.3070 0.8795
O -1.5659 -3.2246 0.0964
O -2.0894 -1.1192 0.7132
*
```


2 unconnected molecules or ions with the total composition C5H9NO in a non-equilibrium geometry, computed with ωB97M-V/def2-TZVPD.

Summary:
Energy relative to the best compared isomer or geometry (same formula, charge and spin) = 3.8607 eV
HOMO level = -10.12 eV

```
! RIJCOSX wB97M-V def2-TZVPD def2/J DEFGRID3
* xyz 0 1
C 2.1281 -0.0298 0.0164
C 0.6865 0.2015 0.4537
C -0.3396 -0.2380 -0.5862
O -0.2598 -1.6095 -0.9075
C -1.7954 -0.0491 -0.0975
C -2.1260 1.2383 0.4120
N -2.4504 2.1426 1.0481
H 2.3541 0.4958 -0.9190
H 2.8256 0.3353 0.7753
H 2.3393 -1.0960 -0.1263
H 0.5363 1.2664 0.6734
H 0.4760 -0.3576 1.3711
H -0.1676 0.3717 -1.5120
H 0.6140 -1.7865 -1.2728
H -2.2502 -0.1979 1.4288
H -2.4990 -0.3561 -0.9029
*
```